C7H8NO2S as an isolated structure. Source: the Open Molecules 2025 dataset; level of theory: ωB97M-V with the def2-TZVPD basis set.

Values from the calculation:
Kohn-Sham gap = 7.42 eV
LUMO = 3.25 eV
E_HOMO = -0.153 Ha
energy relative to the best compared isomer or geometry (same formula, charge and spin) = 0.0 kcal/mol
net charge = -1
E = -874.95099 Eh

The geometry in XYZ format:
```
19
Properties=species:S:1:pos:R:3:mulliken_charge:R:1
C -0.6593 -0.4602 0.4348 0.5071
C 1.1214 3.0560 0.6525 0.3560
C 0.6751 1.3729 -1.4172 -0.5283
C -0.7752 1.2781 -1.0816 -0.2044
C 0.6460 1.7548 0.0964 0.3930
C 0.0324 -3.0484 0.3954 -0.9675
C -1.0106 -1.8511 0.7579 -0.6132
N -1.2202 0.1127 -0.5871 -0.6020
O 1.2677 3.0472 1.8995 -0.7448
O 1.4008 3.9823 -0.1067 -0.7375
S 0.6051 0.4478 1.2769 -0.1822
H 1.1121 0.3859 -1.6904 0.1960
H 0.8229 2.1262 -2.2634 0.2758
H -1.6752 1.9767 -1.3795 0.3572
H 0.6201 -2.9326 -0.5386 0.2907
H -0.6237 -3.9210 0.1638 0.2898
H 0.7029 -3.1879 1.2040 0.3116
H -1.0925 -2.0493 1.8861 0.2152
H -1.9499 -2.0902 0.2972 0.3874
```



A 2-piece molecular cluster, C7H8NO3S2 overall. Source: the Open Molecules 2025 dataset; level of theory: ωB97M-V with the def2-TZVPD basis set.

Values from the calculation:
Kohn-Sham gap = 7.37 eV
LUMO = 2.84 eV
E_HOMO = -0.167 Ha
energy relative to the best compared isomer or geometry (same formula, charge and spin) = 104.2 kcal/mol
net charge = -1
E = -1348.28238 Eh

The geometry in XYZ format:
```
21
Properties=species:S:1:pos:R:3:mulliken_charge:R:1
C -1.2421 1.0397 -1.5469 -0.5032
C -0.8446 1.9264 -0.6309 -0.2330
C -0.1154 -2.5492 0.4255 -0.5774
C 2.4784 0.5990 0.1570 0.3929
C -0.9263 -0.3696 -1.3592 0.1799
C -0.0012 1.4212 0.5415 -0.5625
C 0.5012 -0.4979 -0.8707 -0.6519
N 0.9968 0.4838 -0.0343 0.1500
O 3.1669 -0.2957 -0.2455 -0.5717
O -0.6598 -2.3517 3.1835 -0.6015
O -1.9514 -0.9851 1.5113 -0.5946
S 2.9701 2.0938 0.8175 -0.5612
S -0.8014 -1.8582 1.7811 0.7791
H -1.8301 1.3918 -2.4543 0.2653
H -1.1590 2.9962 -0.6255 0.3522
H 0.4969 -3.4527 0.8221 0.2292
H -1.4009 -0.6646 -0.3639 0.0533
H -1.1136 -1.1148 -2.1755 0.4034
H 0.7070 2.1377 1.0086 0.3669
H -0.6006 1.0325 1.3963 0.1788
H 1.3290 -0.9826 -1.3375 0.5062
```



An isolated ion of composition C7H8NO5 and charge -1. Source: the Open Molecules 2025 dataset; level of theory: ωB97M-V with the def2-TZVPD basis set.

Values from the calculation:
Kohn-Sham gap (spin up / spin down) = 7.77 / 7.77 eV
LUMO (spin up / spin down) = 2.73 / 2.73 eV
E_HOMO (spin up / spin down) = -0.185 / -0.185 Ha
structure (SMILES) = C=N/C=C(\O)CCC(=O)OC(=O)[O-]
energy relative to the best compared isomer or geometry (same formula, charge and spin) = 20.1 kcal/mol
net charge = -1
E = -702.49781 Eh

The geometry in XYZ format:
```
21
Properties=species:S:1:pos:R:3:mulliken_charge:R:1
C 3.9889 1.3052 0.4696 -0.4443
N 3.0148 1.9487 -0.0782 -0.5517
C 1.7240 1.7103 -0.3708 -0.2751
C 0.9766 0.3096 -0.5851 0.5164
O 1.7251 -0.7840 -0.4815 -0.4591
C -0.4439 0.2218 -1.0901 -0.5869
C -1.2577 -0.5669 -0.0319 -0.8238
C -2.7206 -0.8093 -0.6181 0.6177
O -2.9082 -0.7538 -1.8238 -0.6685
O -3.6763 -0.9841 0.2623 -0.4715
C -3.2246 -1.6194 1.7562 0.7232
O -2.9695 -2.8119 1.5582 -0.6302
O -3.4334 -0.7310 2.4898 -0.5423
H 4.0131 0.4031 1.0815 0.3112
H 4.9592 1.7798 0.5317 0.2323
H 1.1383 2.5787 -0.6010 0.3815
H 2.6589 -0.5925 -0.2216 0.2656
H -0.9671 1.1663 -1.3074 0.3133
H -0.3987 -0.3595 -1.9834 0.3265
H -1.3331 0.0909 0.8808 0.3242
H -0.8659 -1.5021 0.1627 0.4416
```



One molecule with the formula C7H8O. Source: the Open Molecules 2025 dataset; level of theory: ωB97M-V with the def2-TZVPD basis set.

Values from the calculation:
Kohn-Sham gap = 9.44 eV
LUMO = 0.95 eV
E_HOMO = -0.312 Ha
structure (SMILES) = Cc1ccc(O)cc1
energy relative to the best compared isomer or geometry (same formula, charge and spin) = 16.9 kcal/mol
net charge = 0
E = -346.74858 Eh

The geometry in XYZ format:
```
16
Properties=species:S:1:pos:R:3:mulliken_charge:R:1
C -1.3085 0.8670 1.9079 -1.2563
C -0.4936 0.3631 0.7504 0.8568
C 0.6382 -0.3800 1.0004 -0.7071
C 1.4257 -0.7929 -0.1363 -0.3846
C 0.8572 -0.7089 -1.3766 0.3818
O 1.5865 -0.9083 -2.5345 -0.5151
C -0.3625 -0.0393 -1.5950 -0.4705
C -1.0047 0.5657 -0.5478 -0.5530
H -2.2316 0.3379 2.1451 0.2890
H -1.7449 1.8513 1.6496 0.3531
H -0.6570 1.1207 2.7443 0.3376
H 1.2541 -0.5325 1.8754 0.2995
H 2.4455 -1.1168 0.0164 0.3382
H 2.2000 -1.6263 -2.4832 0.3123
H -0.6662 -0.0576 -2.6347 0.3664
H -1.9384 1.0568 -0.7813 0.3518
```



One molecule with the formula C7H8O. Source: the Open Molecules 2025 dataset; level of theory: ωB97M-V with the def2-TZVPD basis set.

Values from the calculation:
Kohn-Sham gap = 8.92 eV
LUMO = 0.41 eV
E_HOMO = -0.313 Ha
structure (SMILES) = C=C1CC(=C)[C@@H]2O[C@@H]12
energy relative to the best compared isomer or geometry (same formula, charge and spin) = 221.3 kcal/mol
net charge = 0
E = -346.42290 Eh

The geometry in XYZ format:
```
16
Properties=species:S:1:pos:R:3:mulliken_charge:R:1
C 2.6104 -0.7613 0.1123 -1.0026
C 1.2954 -0.4447 -0.2136 0.4267
C 0.0479 -1.3543 0.0295 -0.7004
C -1.3809 -0.2593 -0.0205 0.2128
C -2.6596 -0.7022 -0.1469 -0.8806
C -0.6494 0.8807 0.4129 0.0594
O 0.1372 2.1002 -0.0288 -0.3856
C 0.6698 0.8475 -0.4350 -0.0837
H 3.0175 -1.7409 0.4096 0.2666
H 3.2252 0.0021 0.2192 0.3679
H -0.1619 -1.4674 1.2876 0.2439
H -0.0082 -2.2408 -0.5752 0.4281
H -3.5369 -0.1139 0.0628 0.3349
H -2.7177 -1.9465 -0.0478 0.1868
H -0.5324 1.0725 1.6206 0.2167
H 0.0151 0.3951 -1.1785 0.3090
```



One molecule with the formula C7H8O. Source: the Open Molecules 2025 dataset; level of theory: ωB97M-V with the def2-TZVPD basis set.

Values from the calculation:
Kohn-Sham gap = 10.38 eV
LUMO = 0.77 eV
E_HOMO = -0.353 Ha
structure (SMILES) = C#CC(O)(C=C)C=C
energy relative to the best compared isomer or geometry (same formula, charge and spin) = 106.2 kcal/mol
net charge = 0
E = -346.60624 Eh

The geometry in XYZ format:
```
16
Properties=species:S:1:pos:R:3:mulliken_charge:R:1
C 1.4302 -0.4675 2.6236 -0.0496
C 1.3086 -0.0749 1.4698 -0.9733
C 0.7179 0.2458 -0.0184 1.3764
O 1.6039 1.1033 -0.7220 -0.5391
C 0.2344 -1.0419 -0.6634 -0.4923
C 0.1958 -2.2724 -0.1622 -0.7008
C -0.6741 0.9565 0.1549 -0.3547
C -1.1505 1.6512 -0.8650 -0.7884
H 1.7379 -0.5589 3.6252 0.4477
H 2.3696 0.6069 -1.0470 0.3461
H -0.3743 -0.7036 -1.5426 0.2881
H -0.1682 -3.0147 -0.8585 0.3023
H 0.7740 -2.5300 0.7533 0.2523
H -1.2268 0.8196 1.1121 0.3146
H -2.1567 2.1041 -0.8366 0.2436
H -0.5751 1.8715 -1.6913 0.3273
```



One molecule with the formula C7H8O2. Source: the Open Molecules 2025 dataset; level of theory: ωB97M-V with the def2-TZVPD basis set.

Values from the calculation:
Kohn-Sham gap = 7.27 eV
LUMO = -0.13 eV
E_HOMO = -0.272 Ha
energy relative to the best compared isomer or geometry (same formula, charge and spin) = 60.4 kcal/mol
net charge = 0
E = -421.91681 Eh

The geometry in XYZ format:
```
17
Properties=species:S:1:pos:R:3:mulliken_charge:R:1
C 1.4493 1.4901 0.3259 -0.4100
C 0.1527 1.1481 0.3758 -0.6235
C 2.4241 0.4903 0.0312 0.2739
C 0.8467 -1.1788 0.0925 -0.2504
C -0.3278 -0.2386 0.0441 2.0163
C -0.8286 -0.2652 -1.4155 -1.5598
C -1.4376 -0.6729 1.0074 -1.7889
O 3.5691 0.3841 -0.2528 -0.4464
O 0.9546 -2.3570 0.1163 -0.4198
H 1.7732 2.4884 0.5972 0.4154
H -0.6009 1.8755 0.6470 0.3863
H -0.0184 -0.0155 -2.0973 0.3986
H -1.6281 0.4630 -1.5436 0.3886
H -1.2035 -1.2572 -1.6606 0.3813
H -1.0488 -0.7455 2.0218 0.4135
H -1.8166 -1.6508 0.7171 0.3799
H -2.2595 0.0420 0.9937 0.4451
```



One molecule with the formula C7H8O4S2. Source: the Open Molecules 2025 dataset; level of theory: ωB97M-V with the def2-TZVPD basis set.

Values from the calculation:
Kohn-Sham gap = 9.50 eV
LUMO = 0.51 eV
E_HOMO = -0.330 Ha
structure (SMILES) = COC(=O)C1=C(O)C(S)(S)C(=O)C1
energy relative to the best compared isomer or geometry (same formula, charge and spin) = 0.0 kcal/mol
net charge = 0
E = -1368.79269 Eh

The geometry in XYZ format:
```
21
Properties=species:S:1:pos:R:3:mulliken_charge:R:1
C 3.4326 1.8053 0.2603 -0.6780
O 2.2691 1.1224 -0.2536 -0.3339
C 1.2482 0.8748 0.5904 0.8466
O 1.3347 1.0956 1.7790 -0.7503
C 0.0699 0.2001 0.0229 -0.2115
C -0.9372 -0.0522 0.8574 0.3571
O -1.1255 0.2952 2.0812 -0.6366
C -2.1122 -1.1505 -0.1187 0.5029
S -3.7451 -0.3271 -0.2182 -0.1661
S -2.2295 -2.8603 0.2262 -0.2124
C -1.3219 -0.9922 -1.4796 -0.0960
O -1.8342 -1.4048 -2.4455 -0.4955
C 0.0729 -0.4605 -1.2687 -0.2493
H 3.0507 2.3293 1.1184 0.3536
H 3.8129 2.3945 -0.5886 0.2197
H 4.2288 1.1430 0.3840 0.2780
H -0.3330 0.8996 2.4883 0.4411
H -3.9393 -0.8631 -1.3121 0.1334
H -3.0399 -2.8230 1.3847 0.1761
H 0.2946 0.0954 -2.2467 0.2905
H 0.8035 -1.3214 -1.2611 0.2306
```



One molecule with the formula C7H8S. Source: the Open Molecules 2025 dataset; level of theory: ωB97M-V with the def2-TZVPD basis set.

Values from the calculation:
Kohn-Sham gap = 9.12 eV
LUMO = 0.66 eV
E_HOMO = -0.311 Ha
structure (SMILES) = C[C@]12CC1=CC=CS2
energy relative to the best compared isomer or geometry (same formula, charge and spin) = 63.9 kcal/mol
net charge = 0
E = -669.59252 Eh

The geometry in XYZ format:
```
16
Properties=species:S:1:pos:R:3:mulliken_charge:R:1
C -0.7878 0.6461 1.5949 -1.3124
C -0.2586 -0.4325 0.6563 0.4901
C 1.0723 -1.1700 0.8474 -0.4283
C 0.9423 -0.3630 -0.3004 0.1699
C 1.0337 -0.0959 -1.6042 -0.5669
C -0.2079 0.3432 -2.2160 -0.4190
C -1.3106 -0.2311 -1.7436 -0.4181
S -1.3447 -1.3489 -0.3462 -0.1885
H -1.3268 0.2624 2.4428 0.3422
H -1.6026 1.2022 1.1069 0.3188
H -0.0247 1.2934 1.9556 0.3604
H 0.9772 -2.2970 0.7436 0.2055
H 1.7035 -1.0431 1.8226 0.2407
H 1.7017 -0.4469 -2.3218 0.3824
H -0.2037 0.9430 -3.0931 0.4207
H -2.1945 -0.0748 -2.3466 0.4025
```



One molecule with the formula C7H8S. Source: the Open Molecules 2025 dataset; level of theory: ωB97M-V with the def2-TZVPD basis set.

Values from the calculation:
Kohn-Sham gap = 9.73 eV
LUMO = 0.80 eV
E_HOMO = -0.328 Ha
structure (SMILES) = C#C[C@H]1CC[C@@H]2S[C@H]21
energy relative to the best compared isomer or geometry (same formula, charge and spin) = 136.7 kcal/mol
net charge = 0
E = -669.47657 Eh

The geometry in XYZ format:
```
16
Properties=species:S:1:pos:R:3:mulliken_charge:R:1
C 2.2368 -1.9377 -0.3912 -0.2034
C 1.5691 -0.9817 0.0539 -0.7162
C 0.6208 -0.0750 0.6986 -0.0936
C 0.2425 1.1753 -0.0270 -0.3476
C -1.1802 1.0978 -0.5376 -0.8802
C -1.3108 -0.4035 -0.5678 0.1765
S -1.9486 -1.8334 -0.0016 -0.1585
C -0.8028 -0.7266 0.8867 -0.2062
H 2.7669 -2.5143 -1.1026 0.4028
H 1.1084 0.0408 1.6903 0.3988
H 1.0822 1.6008 -0.7207 0.3106
H 0.0762 1.9612 0.8354 0.2291
H -1.8226 1.7882 0.0829 0.3530
H -1.1687 1.4761 -1.4493 0.3278
H -0.2650 -0.6219 -1.1150 0.1548
H -1.2042 -0.0462 1.6649 0.2524
```



Question: energy relative to the best compared isomer or geometry (same formula, charge and spin) of number 5 (C7H8O)?
Answer: 221.3 kcal/mol